C4H9NO | wB97M-V/def2-TZVPD

Positions of all 15 atoms, in Å:
C  -1.283  -1.023  0.487
N  -0.184  -0.209  -0.006
C  -0.125  1.802  -0.290
C  0.892  -0.851  -0.781
C  1.174  -0.176  0.535
O  1.590  1.071  0.551
H  -2.006  -1.201  -0.317
H  -1.780  -0.504  1.313
H  -0.921  -1.993  0.849
H  -1.212  1.711  -0.299
H  0.202  2.586  0.384
H  0.294  1.881  -1.286
H  1.182  -0.333  -1.692
H  0.824  -1.937  -0.849
H  1.353  -0.825  1.401

Properties
2S+1: 1
HOMO energy: -8.33 eV
DFT total energy: -7826.6099 eV
Kohn-Sham gap: 0.328 Eh
LUMO level: 0.022 Ha
net charge: 0
max |F|: 0.0064 hartree/bohr



C4H14N2O3 | wB97M-V/def2-TZVPD

Positions of all 23 atoms, in Å:
C  -2.373  -1.065  0.928
C  -1.577  1.343  -0.770
N  -2.386  -0.236  1.993
O  -1.471  -1.866  0.714
O  -0.636  2.375  -0.537
H  0.111  -1.043  0.542
H  0.236  2.023  -0.779
H  -3.330  -1.093  0.381
H  -3.091  0.475  2.067
H  -1.488  0.000  2.394
H  -1.760  1.238  -1.849
H  -2.518  1.670  -0.327
C  1.576  -0.368  -0.768
C  2.872  -1.116  -0.456
N  0.717  -0.210  0.392
O  1.836  0.902  -1.337
H  2.405  1.400  -0.736
H  1.003  -0.899  -1.533
H  1.262  -0.024  1.229
H  -0.957  0.387  -0.403
H  3.458  -0.566  0.283
H  3.465  -1.222  -1.362
H  2.648  -2.105  -0.064

Properties
2S+1: 1
HOMO energy: -9.07 eV
SMILES: C[C@@H](N)O.NC=O.CO
DFT total energy: -13497.0327 eV
Kohn-Sham gap: 0.365 Eh
LUMO level: 0.031 Ha
net charge: 0
max |F|: 0.0622 hartree/bohr



C49H41GeN4PSe3W | wB97M-V/def2-TZVPD

Positions of all 100 atoms, in Å:
W  0.335  0.402  0.412
Se  2.434  0.313  1.828
P  1.459  1.978  2.956
Se  -0.238  2.630  1.742
C  1.017  1.452  4.596
C  -0.282  1.605  5.071
C  -0.567  1.275  6.390
C  0.432  0.772  7.209
C  1.725  0.595  6.725
C  2.025  0.940  5.420
C  2.651  3.304  3.091
C  3.530  3.604  2.051
C  4.378  4.689  2.169
C  4.349  5.479  3.314
C  3.469  5.185  4.344
C  2.616  4.097  4.239
H  -1.057  1.994  4.423
H  -1.568  1.410  6.776
H  0.204  0.513  8.234
H  2.498  0.201  7.370
H  3.038  0.825  5.052
H  3.555  2.989  1.160
H  5.071  4.920  1.371
H  5.017  6.325  3.402
H  3.449  5.799  5.234
H  1.935  3.868  5.048
Se  0.177  4.379  -6.361
N  1.488  3.526  -5.509
C  0.976  3.073  -4.395
C  1.757  2.341  -3.396
C  3.126  2.086  -3.538
C  3.784  1.438  -2.521
C  3.077  1.067  -1.375
N  1.777  1.293  -1.235
C  1.123  1.909  -2.245
C  -0.318  2.112  -2.067
N  -0.871  1.577  -0.965
C  -2.179  1.726  -0.734
C  -2.993  2.447  -1.596
C  -2.435  3.012  -2.724
C  -1.074  2.839  -2.972
C  -0.407  3.358  -4.165
N  -1.022  4.050  -5.086
H  3.635  2.407  -4.437
H  4.841  1.221  -2.582
H  3.582  0.584  -0.551
H  -2.569  1.267  0.167
H  -4.044  2.550  -1.370
H  -3.030  3.581  -3.426
C  -0.381  -2.383  4.829
C  -1.545  -2.160  3.845
C  -1.961  -3.496  3.217
C  -2.735  -1.513  4.566
C  -1.057  -1.251  2.806
C  -0.643  -0.504  1.928
H  -0.715  -3.055  5.621
H  -0.064  -1.443  5.278
H  0.474  -2.840  4.330
H  -2.282  -4.182  4.002
H  -1.128  -3.952  2.680
H  -2.786  -3.361  2.520
H  -3.092  -2.194  5.340
H  -3.558  -1.320  3.878
H  -2.446  -0.573  5.037
C  0.019  -0.979  -0.764
Ge  -0.736  -2.012  -2.295
C  -1.229  -0.775  -3.702
C  -0.339  -0.431  -4.725
C  -0.762  0.336  -5.801
C  -2.080  0.770  -5.872
C  -2.974  0.430  -4.868
C  -2.551  -0.342  -3.791
C  -2.300  -2.951  -1.692
C  -2.956  -2.586  -0.517
C  -4.160  -3.187  -0.170
C  -4.708  -4.166  -0.986
C  -4.058  -4.543  -2.152
C  -2.865  -3.932  -2.510
C  0.795  -3.075  -2.771
C  2.027  -2.437  -2.956
C  3.168  -3.171  -3.244
C  3.090  -4.554  -3.342
C  1.880  -5.199  -3.143
C  0.737  -4.464  -2.851
H  1.032  -1.422  -0.460
H  0.677  -0.801  -4.715
H  -0.070  0.568  -6.603
H  -2.413  1.354  -6.721
H  -4.009  0.741  -4.938
H  -3.274  -0.643  -3.040
H  -2.530  -1.836  0.142
H  -4.675  -2.893  0.735
H  -5.644  -4.636  -0.714
H  -4.486  -5.305  -2.790
H  -2.384  -4.220  -3.439
H  2.105  -1.356  -2.868
H  4.116  -2.670  -3.395
H  3.978  -5.130  -3.568
H  1.824  -6.277  -3.213
H  -0.200  -4.983  -2.688

Properties
2S+1: 1
HOMO energy: -13.47 eV
DFT total energy: -321095.0695 eV
Kohn-Sham gap: 0.236 Eh
LUMO level: -0.259 Ha
net charge: +2
max |F|: 0.0151 hartree/bohr



C25H36F6INO2Si | wB97M-V/def2-TZVPD

Positions of all 72 atoms, in Å:
C  1.969  -4.674  1.099
Si  1.506  -2.893  0.721
C  3.014  -1.851  1.200
C  0.074  -2.255  1.765
C  -1.273  -3.008  1.604
C  -2.495  -2.045  1.613
C  -3.207  -2.053  0.251
C  -4.248  -0.951  0.035
C  -3.686  0.479  -0.058
C  -2.686  0.668  -1.233
C  -1.215  0.897  -0.814
C  -0.799  2.388  -0.770
I  -2.361  3.749  -0.155
C  -0.558  2.772  -2.258
N  0.829  2.323  -2.594
C  1.425  1.982  -1.354
O  2.377  1.283  -1.264
C  0.623  2.636  -0.191
C  0.978  1.830  1.068
C  -0.098  1.820  2.173
C  0.478  2.094  3.545
F  1.586  1.361  3.777
F  0.817  3.383  3.706
F  -0.392  1.782  4.518
C  1.078  4.127  -0.220
O  1.910  4.502  0.873
C  3.231  4.520  0.632
F  3.730  3.313  0.393
F  3.822  4.998  1.701
F  3.550  5.300  -0.398
C  1.175  -2.569  -1.119
C  2.194  -1.918  -1.906
C  1.982  -1.601  -3.289
C  0.754  -1.922  -3.936
C  -0.259  -2.602  -3.185
C  -0.034  -2.915  -1.798
H  1.146  -5.386  1.022
H  2.366  -4.682  2.120
H  2.800  -4.980  0.458
H  3.948  -2.401  1.077
H  2.882  -1.535  2.239
H  3.044  -0.939  0.601
H  -0.050  -1.203  1.498
H  0.376  -2.287  2.817
H  -1.322  -3.595  0.688
H  -1.365  -3.663  2.473
H  -2.199  -1.038  1.911
H  -3.220  -2.417  2.345
H  -2.472  -2.001  -0.562
H  -3.717  -3.015  0.134
H  -5.017  -0.967  0.814
H  -4.764  -1.132  -0.916
H  -4.482  1.222  -0.137
H  -3.155  0.703  0.874
H  -2.676  -0.279  -1.786
H  -3.016  1.424  -1.947
H  -0.581  0.368  -1.533
H  -1.067  0.434  0.159
H  -1.229  2.287  -2.968
H  -0.577  3.845  -2.457
H  0.777  1.408  -3.042
H  1.900  2.199  1.515
H  1.192  0.806  0.770
H  -0.869  2.576  2.019
H  -0.615  0.863  2.263
H  0.195  4.765  -0.148
H  1.534  4.353  -1.186
H  3.148  -1.633  -1.477
H  2.752  -1.087  -3.858
H  0.569  -1.669  -4.975
H  -1.198  -2.860  -3.666
H  -0.830  -3.434  -1.275

Properties
2S+1: 1
HOMO energy: -9.33 eV
SMILES: C[Si](C)(CCCCCCCC[C@]1(I)CNC(=O)[C@@]1(CCC(F)(F)F)COC(F)(F)F)c1ccccc1
DFT total energy: -64379.6773 eV
Kohn-Sham gap: 0.347 Eh
LUMO level: 0.004 Ha
net charge: 0
max |F|: 0.0404 hartree/bohr



C3H8N3O | wB97M-V/def2-TZVPD

Positions of all 15 atoms, in Å:
C  1.868  -0.066  0.621
C  -0.273  -0.101  -0.187
C  -1.371  -0.993  -0.454
N  1.918  0.321  -0.610
N  0.578  -0.390  0.926
N  -0.852  1.564  0.110
O  0.669  0.162  -1.197
H  2.680  -0.073  1.386
H  -1.272  -2.015  -0.228
H  -1.753  -0.744  -1.415
H  -2.343  -0.823  0.009
H  2.688  0.720  -1.035
H  0.252  -0.930  1.762
H  -1.424  1.744  -0.633
H  -1.365  1.625  0.946

Properties
2S+1: 1
HOMO energy: -13.62 eV
SMILES: C[C@@]1(N)[NH+]=CNO1
DFT total energy: -9748.4357 eV
Kohn-Sham gap: 0.351 Eh
LUMO level: -0.150 Ha
net charge: +1
max |F|: 0.1231 hartree/bohr



C5H11Cl8HgO | wB97M-V/def2-TZVPD

Positions of all 26 atoms, in Å:
Hg  -2.088  -0.322  -2.795
C  -0.413  -0.083  0.070
O  -1.173  -0.652  -0.928
H  -1.003  0.023  0.991
H  0.521  -0.608  0.295
H  -0.157  0.975  -0.119
C  -1.759  3.702  -0.739
Cl  -1.910  4.997  -1.928
Cl  -2.777  2.306  -1.186
H  -0.728  3.395  -0.628
H  -2.146  4.102  0.191
C  0.154  -3.985  0.820
Cl  1.748  -3.281  0.519
Cl  0.140  -5.745  0.633
H  -0.187  -3.736  1.818
H  -0.547  -3.623  0.076
C  0.682  2.494  3.397
Cl  2.438  2.275  3.284
Cl  0.196  2.977  5.029
H  0.329  3.264  2.722
H  0.244  1.522  3.208
C  1.756  -1.893  -2.835
Cl  0.253  -1.859  -3.829
Cl  2.653  -3.357  -3.131
H  2.348  -1.037  -3.132
H  1.425  -1.851  -1.804

Properties
2S+1: 1
HOMO energy: -13.18 eV
DFT total energy: -111754.1374 eV
Kohn-Sham gap: 0.187 Eh
LUMO level: -0.297 Ha
net charge: +1
max |F|: 0.0455 hartree/bohr



C26H59BrFN15O34P2 | wB97M-V/def2-TZVPD

Positions of all 138 atoms, in Å:
C  -1.182  3.723  1.860
C  -1.446  3.097  3.262
F  -2.799  2.951  3.495
C  -0.612  1.812  3.539
C  -1.414  0.569  3.959
O  -1.719  0.356  5.348
C  -1.998  1.449  5.989
N  -2.310  2.438  6.381
C  -2.563  0.026  3.066
C  -2.628  0.527  1.601
C  -3.438  -0.376  0.639
C  -2.518  -1.130  -0.357
C  -1.716  -0.143  -1.236
O  -1.608  -0.706  -2.577
C  -0.375  -0.314  -3.061
O  0.582  -0.959  -2.873
P  -4.297  0.274  3.847
N  -5.197  -1.205  3.650
O  -5.113  1.424  2.908
O  -2.374  -1.423  2.964
C  -1.425  -1.788  3.891
O  -1.406  -2.705  4.570
C  -0.385  -0.623  3.706
O  0.023  -0.850  2.356
P  1.167  -0.643  4.769
O  2.353  0.216  3.983
Br  1.968  -2.755  4.818
H  -2.142  3.774  1.331
H  -0.443  3.157  1.279
H  -0.790  4.743  1.966
H  -1.092  3.856  3.976
H  0.006  1.634  2.652
H  0.100  2.030  4.352
H  -3.036  1.543  1.514
H  -1.586  0.612  1.248
H  -4.058  -1.132  1.134
H  -4.123  0.230  0.026
H  -1.802  -1.783  0.160
H  -3.157  -1.725  -1.025
H  -0.700  -0.047  -0.825
H  -2.194  0.848  -1.299
H  -0.335  0.650  -3.594
H  -6.087  -0.952  3.216
H  -4.770  -1.858  2.990
H  -6.066  1.276  2.978
H  0.768  -0.284  2.110
H  2.653  -0.281  3.194
C  -0.414  4.270  -4.760
N  -1.608  3.760  -4.037
O  -1.482  2.707  -3.432
O  -2.624  4.419  -4.098
H  0.397  3.566  -4.598
H  -0.670  4.342  -5.823
H  -0.172  5.248  -4.350
C  5.756  -1.586  4.307
N  5.581  -0.841  3.029
O  6.567  -0.380  2.501
O  4.442  -0.747  2.603
H  6.810  -1.589  4.563
H  5.171  -1.074  5.069
H  5.391  -2.598  4.148
C  -2.990  -5.209  6.229
N  -4.095  -6.118  5.822
O  -4.952  -5.678  5.084
O  -4.060  -7.255  6.263
H  -3.145  -4.239  5.769
H  -3.014  -5.133  7.311
H  -2.064  -5.652  5.889
C  -2.301  4.419  -9.382
N  -1.017  4.373  -8.630
O  -0.989  4.864  -7.512
O  -0.079  3.844  -9.182
H  -3.047  4.916  -8.773
H  -2.124  4.970  -10.301
H  -2.590  3.391  -9.589
C  1.073  0.378  -10.332
N  -0.278  0.401  -10.953
O  -1.226  0.642  -10.230
O  -0.338  0.175  -12.144
H  0.973  0.597  -9.274
H  1.488  -0.616  -10.485
H  1.675  1.136  -10.827
C  -1.021  8.972  -7.628
N  -1.121  8.276  -8.940
O  -1.659  7.185  -8.955
O  -0.657  8.850  -9.903
H  -1.474  8.344  -6.868
H  0.034  9.131  -7.423
H  -1.550  9.917  -7.718
C  3.349  0.296  -4.454
N  2.655  1.508  -4.971
O  3.147  2.090  -5.915
O  1.627  1.829  -4.400
H  4.239  0.120  -5.043
H  3.602  0.487  -3.416
H  2.654  -0.535  -4.540
C  4.548  -3.443  -2.399
N  5.355  -2.774  -3.457
O  6.253  -3.408  -3.967
O  5.050  -1.628  -3.735
H  4.928  -4.449  -2.258
H  4.651  -2.857  -1.490
H  3.515  -3.462  -2.738
C  -1.141  -8.243  8.602
N  -0.360  -7.431  7.629
O  0.594  -7.955  7.094
O  -0.742  -6.291  7.438
H  -0.693  -9.228  8.670
H  -1.103  -7.731  9.559
H  -2.161  -8.304  8.228
C  2.661  -1.707  9.309
N  3.406  -0.895  8.309
O  4.335  -1.435  7.728
O  3.038  0.245  8.144
H  3.100  -2.697  9.348
H  2.750  -1.207  10.267
H  1.625  -1.756  8.984
C  3.810  -2.483  -13.358
N  2.611  -2.650  -12.492
O  1.631  -3.165  -12.983
O  2.704  -2.252  -11.344
H  3.584  -2.878  -14.343
H  4.033  -1.421  -13.407
H  4.625  -3.034  -12.897
C  5.955  -2.633  11.291
N  4.746  -3.172  11.974
O  4.838  -4.254  12.512
O  3.744  -2.480  11.940
H  6.763  -3.349  11.401
H  5.703  -2.490  10.243
H  6.206  -1.689  11.767
C  -6.056  4.039  0.833
N  -6.296  2.946  -0.146
O  -5.621  2.933  -1.154
O  -7.159  2.136  0.140
H  -5.267  4.681  0.455
H  -6.985  4.593  0.943
H  -5.761  3.574  1.771

Properties
2S+1: 1
HOMO energy: -8.13 eV
DFT total energy: -211184.2353 eV
Kohn-Sham gap: 0.288 Eh
LUMO level: -0.011 Ha
net charge: 0
max |F|: 0.1163 hartree/bohr



C16H38BBrFN4O6 | wB97M-V/def2-TZVPD

Positions of all 67 atoms, in Å:
C  -1.011  3.954  3.490
C  -0.436  3.572  2.131
O  0.825  4.204  1.830
B  1.911  3.613  2.358
O  2.245  3.723  3.685
C  2.937  2.781  1.446
N  3.758  1.772  2.206
C  3.823  0.660  1.433
N  4.128  -0.507  1.842
Br  4.610  -0.812  3.600
N  3.452  0.944  0.094
C  2.315  1.804  0.405
F  1.508  0.954  1.152
O  1.744  2.447  -0.597
C  1.367  1.645  -1.744
C  0.187  0.708  -1.531
N  -0.788  1.243  -0.586
C  -2.126  0.653  -0.795
C  -2.492  -0.433  0.200
C  -1.921  -0.243  1.592
O  -2.110  -1.698  -0.351
H  -0.237  4.057  4.233
H  -1.627  3.122  3.808
H  -1.627  4.836  3.418
H  -0.386  2.492  2.076
H  -1.132  3.876  1.365
H  2.419  4.652  3.903
H  3.683  3.359  0.903
H  4.656  2.138  2.496
H  4.112  -1.296  1.198
H  4.256  1.415  -0.311
H  2.215  1.125  -2.163
H  1.067  2.363  -2.495
H  0.571  -0.221  -1.114
H  -0.249  0.485  -2.500
H  -0.887  2.227  -0.820
H  -2.261  0.269  -1.797
H  -2.852  1.449  -0.671
H  -3.576  -0.428  0.292
H  -0.900  0.105  1.577
H  -1.922  -1.209  2.083
H  -2.531  0.431  2.183
H  -2.530  -2.378  0.191
C  -4.962  -0.698  -5.099
C  -5.033  -0.563  -3.587
C  -6.436  -0.201  -3.127
O  -4.102  0.429  -3.139
H  -5.223  0.248  -5.581
H  -3.949  -0.953  -5.414
H  -5.643  -1.468  -5.460
H  -4.725  -1.500  -3.121
H  -6.743  0.760  -3.548
H  -6.471  -0.105  -2.041
H  -7.160  -0.958  -3.431
H  -4.354  1.270  -3.540
C  3.095  -6.080  -0.095
C  3.920  -4.944  0.486
C  3.341  -4.433  1.792
O  3.992  -3.859  -0.450
H  2.076  -5.746  -0.306
H  3.526  -6.422  -1.035
H  3.047  -6.925  0.593
H  4.943  -5.281  0.648
H  2.333  -4.037  1.637
H  3.961  -3.616  2.167
H  3.292  -5.212  2.552
H  3.090  -3.557  -0.614

Properties
2S+1: 1
HOMO energy: -11.35 eV
DFT total energy: -108883.7997 eV
Kohn-Sham gap: 0.277 Eh
LUMO level: -0.140 Ha
net charge: +1
max |F|: 0.0469 hartree/bohr